{
  "formula": "C5H3NO",
  "method": "wB97M-V/def2-TZVPD",
  "mol_weight_g_mol": 93.1,
  "total_charge": 0,
  "orbital_gap_ev": 10.3,
  "e_above_lowest_kj_mol": 147.6,
  "spin_multiplicity": 1,
  "symbols": ["C", "C", "C", "C", "C", "N", "O", "H", "H", "H"],
  "xyz": [[3.357, -0.535, -0.088], [0.790, -0.605, 0.198], [1.941, -0.010, -0.086], [1.258, 1.338, -0.100], [-0.043, 0.585, -0.064], [4.451, -0.908, 0.067], [1.536, 2.487, 0.063], [0.748, -1.602, 0.579], [-0.512, 0.435, -1.031], [-0.779, 0.728, 0.793]]
}



{
  "formula": "C5H3NO",
  "method": "wB97M-V/def2-TZVPD",
  "mol_weight_g_mol": 93.1,
  "smiles": "C#Cc1cnoc1",
  "total_charge": 0,
  "orbital_gap_ev": 10.2,
  "e_above_lowest_kj_mol": 293.1,
  "spin_multiplicity": 1,
  "symbols": ["C", "C", "C", "C", "O", "N", "C", "H", "H", "H"],
  "xyz": [[2.410, 0.462, 0.094], [1.399, -0.192, 0.255], [-0.045, -0.342, 0.247], [-0.761, 0.814, 0.315], [-1.947, 0.684, -0.269], [-2.098, -0.634, -0.677], [-0.993, -1.251, -0.335], [3.319, 1.028, 0.160], [-0.421, 1.770, 0.702], [-0.909, -2.325, -0.483]]
}



{
  "formula": "C5H3NO3S",
  "method": "wB97M-V/def2-TZVPD",
  "mol_weight_g_mol": 157.2,
  "total_charge": 0,
  "orbital_gap_ev": 8.3,
  "e_above_lowest_kj_mol": 0.0,
  "spin_multiplicity": 1,
  "symbols": ["C", "C", "C", "C", "C", "N", "O", "O", "O", "S", "H", "H", "H"],
  "xyz": [[1.844, 0.161, -0.252], [1.488, -1.118, -0.433], [0.823, 1.239, -0.120], [0.188, -1.609, -0.328], [-2.664, -0.210, 0.976], [-0.842, -2.073, -0.170], [-1.497, 2.174, -0.705], [-3.482, -0.656, 0.285], [-1.882, 0.304, 1.636], [-0.529, 1.126, -1.017], [2.911, 0.515, -0.001], [2.393, -1.894, -0.524], [1.250, 2.039, 0.653]]
}



{
  "formula": "C5H3NO4",
  "method": "wB97M-V/def2-TZVPD",
  "mol_weight_g_mol": 141.1,
  "total_charge": 0,
  "orbital_gap_ev": 7.2,
  "e_above_lowest_kj_mol": 898.0,
  "spin_multiplicity": 1,
  "symbols": ["C", "C", "C", "C", "C", "H", "H", "H", "N", "O", "O", "O", "O"],
  "xyz": [[-2.324, -0.781, -0.147], [-1.212, -0.007, -0.612], [-0.768, 1.335, -0.229], [0.645, 1.153, 0.100], [0.992, -0.182, -0.194], [-3.182, -0.213, -0.255], [-1.205, 2.455, 0.059], [1.367, 2.128, 0.759], [2.368, -0.858, -0.001], [-2.247, -1.991, 0.806], [-0.100, -0.834, -0.296], [2.345, -2.120, -0.618], [3.323, -0.084, 0.628]]
}



{
  "formula": "C5H3O6Pt",
  "method": "wB97M-V/def2-TZVPD",
  "mol_weight_g_mol": 354.2,
  "s_squared": 2.02,
  "total_charge": 1,
  "orbital_gap_ev": [5.5, 7.1],
  "e_above_lowest_kj_mol": 130.5,
  "spin_multiplicity": 3,
  "symbols": ["O", "C", "Pt", "O", "C", "C", "O", "C", "O", "C", "O", "H", "O", "H", "H"],
  "xyz": [[0.615, 0.031, -4.123], [0.195, 0.004, -3.041], [0.135, -0.005, -1.096], [3.142, 0.007, -1.929], [2.128, 0.003, -1.395], [-1.947, -0.023, -0.773], [-2.388, -0.013, 0.347], [-0.001, -1.972, -0.746], [-0.067, -3.117, -0.577], [-0.045, 1.972, -0.782], [-0.132, 3.114, -0.642], [-2.628, -0.042, -1.614], [1.035, 0.040, 2.505], [0.923, -0.722, 3.101], [0.931, 0.821, 3.086]]
}



{
  "formula": "C5H3O6S",
  "method": "wB97M-V/def2-TZVPD",
  "mol_weight_g_mol": 191.1,
  "smiles": "CC1=C(S(=O)(=O)[O-])C(=O)OC1=O",
  "total_charge": -1,
  "orbital_gap_ev": 7.8,
  "e_above_lowest_kj_mol": 0.5,
  "spin_multiplicity": 1,
  "symbols": ["C", "C", "C", "C", "C", "O", "O", "O", "O", "O", "O", "S", "H", "H", "H"],
  "xyz": [[-0.431, -0.462, 0.217], [0.719, 0.030, -0.215], [-0.273, -1.932, 0.277], [1.737, -1.080, -0.323], [-1.798, 0.049, 0.325], [-0.108, 2.499, 0.429], [-1.162, -2.721, 0.441], [2.895, -1.124, -0.586], [0.888, 2.384, -1.659], [2.300, 2.085, 0.288], [1.048, -2.267, 0.026], [0.992, 1.896, -0.312], [-2.012, 1.036, 0.874], [-2.447, -0.626, 0.822], [-2.349, 0.232, -0.603]]
}



{
  "formula": "C5H4",
  "method": "wB97M-V/def2-TZVPD",
  "mol_weight_g_mol": 64.1,
  "smiles": "C#CCC#C",
  "total_charge": 0,
  "orbital_gap_ev": 11.0,
  "e_above_lowest_kj_mol": 102.6,
  "spin_multiplicity": 1,
  "symbols": ["C", "C", "C", "C", "C", "H", "H", "H", "H"],
  "xyz": [[2.384, -0.531, -0.077], [1.218, -0.188, -0.081], [-0.001, 0.738, -0.029], [-1.260, -0.051, -0.001], [-2.372, -0.569, -0.037], [3.466, -0.871, 0.250], [-0.134, 1.379, -0.880], [-0.020, 1.233, 0.915], [-3.280, -1.138, -0.060]]
}



{
  "formula": "C5H40NO15",
  "method": "wB97M-V/def2-TZVPD",
  "mol_weight_g_mol": 354.4,
  "total_charge": -1,
  "orbital_gap_ev": 8.5,
  "e_above_lowest_kj_mol": 240.8,
  "spin_multiplicity": 1,
  "symbols": ["C", "N", "C", "C", "C", "O", "C", "H", "H", "H", "H", "H", "H", "H", "H", "H", "H", "H", "H", "H", "H", "O", "H", "H", "O", "H", "H", "O", "H", "H", "O", "H", "H", "O", "H", "H", "O", "H", "H", "O", "H", "H", "O", "H", "H", "O", "H", "H", "O", "H", "H", "O", "H", "H", "O", "H", "H", "O", "H", "H", "O"],
  "xyz": [[-0.628, -1.197, 0.238], [0.060, -2.012, -0.767], [1.337, -1.604, -1.396], [2.130, -0.495, -0.642], [1.638, 0.887, -1.124], [2.320, 1.945, -0.507], [-1.956, -1.894, 0.534], [-0.062, -1.133, 1.174], [-0.857, -0.292, -0.283], [0.238, -2.980, -0.529], [2.005, -2.449, -1.528], [1.074, -1.189, -2.378], [1.947, -0.705, 0.408], [3.158, -0.460, -0.992], [1.765, 0.905, -2.197], [0.561, 0.985, -0.924], [-2.364, -2.356, -0.365], [-1.830, -2.685, 1.280], [-2.727, -1.251, 0.972], [-0.375, 3.970, -1.421], [-1.090, 3.037, -2.427], [-0.932, 3.960, -2.210], [-3.161, 0.512, -0.922], [-2.832, 1.925, -0.517], [-2.871, 1.343, -1.316], [0.022, 5.195, 0.392], [0.112, 3.949, 1.280], [-0.518, 4.694, 1.027], [2.115, -0.808, -4.580], [0.682, -0.603, -5.190], [1.278, -1.262, -4.802], [-2.130, 3.783, 0.592], [-2.290, 2.565, 1.528], [-2.682, 3.010, 0.770], [1.927, 2.122, 0.351], [1.625, 3.025, 2.268], [1.000, 2.674, 1.609], [-0.784, -3.554, 3.067], [0.367, -2.711, 2.685], [-0.114, -3.507, 2.365], [-0.512, -0.434, 2.789], [0.194, -0.700, 4.115], [-0.412, -1.120, 3.482], [-0.796, 1.606, 3.610], [-0.238, 2.074, 2.232], [-0.914, 1.429, 2.679], [-2.279, -0.731, -2.253], [-1.154, -1.545, -2.874], [-2.055, -1.247, -3.042], [2.863, -0.955, 2.133], [3.414, -1.617, 3.341], [3.350, -1.730, 2.385], [-1.067, -5.175, 1.109], [-0.006, -4.604, 0.352], [-0.552, -5.358, 0.338], [3.128, 1.298, 2.475], [1.629, 1.127, 2.514], [2.447, 0.790, 2.923], [-1.329, -0.268, -4.577], [-1.571, 1.198, -4.250], [-1.299, 0.622, -5.002]]
}



{
  "formula": "C5H40NO15",
  "method": "wB97M-V/def2-TZVPD",
  "mol_weight_g_mol": 354.4,
  "s_squared": 0.75,
  "total_charge": 0,
  "orbital_gap_ev": [10.4, 5.2],
  "e_above_lowest_kj_mol": 163.7,
  "spin_multiplicity": 2,
  "symbols": ["C", "N", "C", "C", "C", "C", "O", "H", "H", "H", "H", "H", "H", "H", "H", "H", "H", "H", "H", "H", "H", "O", "H", "H", "O", "H", "H", "O", "H", "H", "O", "H", "H", "O", "H", "H", "O", "H", "H", "O", "H", "H", "O", "H", "H", "O", "H", "H", "O", "H", "H", "O", "H", "H", "O", "H", "H", "O", "H", "H", "O"],
  "xyz": [[2.240, 0.284, -1.141], [1.320, 0.168, 0.001], [-1.172, 2.986, -0.750], [-0.670, 1.550, -0.689], [0.558, 1.434, 0.247], [0.112, 1.404, 1.729], [-0.500, 0.255, 2.140], [1.763, 0.741, -2.031], [2.576, -0.693, -1.446], [3.114, 0.892, -0.918], [0.675, -0.672, -0.118], [-2.209, 3.053, -1.165], [-1.178, 3.407, 0.262], [-0.534, 3.629, -1.400], [-1.473, 0.878, -0.348], [-0.366, 1.137, -1.671], [1.231, 2.309, 0.124], [0.981, 1.561, 2.352], [-0.585, 2.275, 1.923], [2.761, 2.896, -1.091], [1.559, 3.592, -1.600], [2.347, 3.145, -1.947], [0.343, -0.997, 2.422], [0.897, -2.145, 1.510], [0.808, -1.912, 2.438], [-1.119, -1.746, -0.186], [-0.752, -1.826, -1.750], [-0.474, -2.122, -0.835], [1.131, -0.140, -4.109], [1.208, 1.313, -3.620], [0.707, 0.709, -4.188], [4.242, 2.719, 1.316], [3.107, 1.645, 1.372], [3.373, 2.561, 0.959], [-3.070, 0.076, 3.529], [-1.577, 0.100, 3.473], [-2.322, -0.248, 4.019], [-3.974, 0.033, -1.418], [-2.976, -0.912, -0.652], [-3.375, -0.735, -1.551], [2.590, -2.605, -0.682], [1.111, -2.748, -1.004], [2.016, -3.016, -1.331], [1.799, -2.185, -2.851], [0.473, -1.951, -3.659], [1.436, -1.826, -3.695], [2.546, -0.154, 1.389], [2.508, 0.006, 2.936], [3.083, 0.199, 2.185], [-0.921, -0.263, -3.498], [-2.093, -0.935, -2.757], [-1.295, -1.119, -3.206], [-0.778, -2.576, 2.822], [-2.031, -1.804, 3.463], [-1.755, -2.622, 2.901], [-2.203, -1.699, 1.499], [-1.373, -0.331, 1.366], [-2.201, -0.965, 0.845], [-3.338, 1.638, 1.907], [-3.326, 0.087, 1.492], [-3.820, 0.809, 2.009]]
}



{
  "formula": "C5H41N2O14",
  "method": "wB97M-V/def2-TZVPD",
  "mol_weight_g_mol": 353.4,
  "total_charge": 1,
  "orbital_gap_ev": 10.7,
  "e_above_lowest_kj_mol": 754.1,
  "spin_multiplicity": 1,
  "symbols": ["C", "N", "C", "C", "O", "C", "N", "C", "H", "H", "H", "H", "H", "H", "H", "H", "H", "H", "H", "H", "H", "H", "H", "H", "H", "O", "H", "H", "O", "H", "H", "O", "H", "H", "O", "H", "H", "O", "H", "H", "O", "H", "H", "O", "H", "H", "O", "H", "H", "O", "H", "H", "O", "H", "H", "O", "H", "H", "O", "H", "H", "O"],
  "xyz": [[2.598, -1.359, 2.261], [1.748, -0.168, 2.019], [0.303, -0.431, 2.657], [-0.559, 0.872, 2.649], [-1.188, 0.810, 1.317], [2.535, -2.222, 0.942], [2.283, -1.428, -0.358], [3.607, -1.225, -1.119], [3.690, -1.009, 2.235], [2.419, -1.998, 3.193], [2.145, 0.665, 2.442], [-0.309, -1.327, 2.311], [0.399, -0.610, 3.684], [-1.307, 0.777, 3.465], [0.031, 1.806, 2.627], [-2.182, 0.847, 1.353], [1.719, -3.105, 0.820], [3.519, -2.767, 0.895], [1.623, -2.005, -0.861], [1.880, -0.491, -0.030], [3.711, -2.053, -1.779], [4.462, -1.193, -0.356], [3.670, -0.311, -1.804], [-1.490, 3.152, -1.863], [-2.081, 4.593, -1.917], [-2.216, 3.669, -2.262], [-1.723, -2.734, -2.348], [-0.730, -3.593, -3.162], [-0.715, -2.825, -2.584], [1.708, -4.832, -1.761], [0.815, -3.721, -1.930], [1.500, -4.049, -1.500], [-3.541, 0.295, -3.736], [-2.250, 0.824, -3.283], [-2.622, 0.043, -3.819], [4.184, 2.222, 2.259], [3.154, 2.741, 3.404], [3.641, 1.979, 3.062], [-3.511, -0.150, 0.353], [-2.124, -0.518, -0.044], [-3.020, -0.528, -0.330], [-3.511, -3.314, -1.273], [-3.583, -1.918, -1.569], [-3.352, -2.689, -1.951], [-0.233, 4.471, 1.202], [0.168, 3.545, 2.214], [0.393, 4.128, 1.582], [-3.329, 1.228, -0.747], [-3.317, 2.867, -1.339], [-3.226, 2.191, -0.514], [-0.982, 1.285, -0.598], [0.396, 1.903, -1.194], [-0.453, 1.537, -1.305], [1.755, 3.387, 0.881], [2.173, 1.787, 0.605], [2.402, 2.737, 0.408], [0.437, -1.934, -2.920], [0.916, -0.489, -3.028], [1.297, -1.271, -2.863], [-4.393, 1.300, 1.392], [-5.144, 0.216, 2.117], [-4.189, 0.388, 1.795]]
}



{
  "formula": "C5H41N2O14",
  "method": "wB97M-V/def2-TZVPD",
  "mol_weight_g_mol": 353.4,
  "total_charge": 1,
  "orbital_gap_ev": 8.3,
  "e_above_lowest_kj_mol": 707.7,
  "spin_multiplicity": 1,
  "symbols": ["C", "C", "C", "C", "C", "N", "N", "H", "H", "H", "H", "H", "H", "H", "H", "H", "H", "H", "H", "H", "H", "H", "O", "H", "H", "O", "H", "H", "O", "H", "H", "O", "H", "H", "O", "H", "H", "O", "H", "H", "O", "H", "H", "O", "H", "H", "O", "H", "H", "O", "H", "H", "O", "H", "H", "O", "H", "H", "O", "H", "H", "O"],
  "xyz": [[2.522, 0.988, 1.916], [1.777, -0.037, 1.163], [0.762, 0.577, 0.128], [0.041, -0.635, -0.639], [-1.291, -0.842, -0.464], [0.815, -1.664, -1.246], [0.885, -0.800, 2.198], [1.985, 1.896, 2.095], [3.042, 0.851, 2.887], [3.381, 1.420, 1.271], [2.558, -0.753, 0.732], [1.234, 1.163, -0.703], [-0.098, 1.110, 0.635], [-1.909, -0.027, -0.049], [-1.770, -1.743, -0.760], [1.712, -1.355, -1.280], [0.309, -2.165, -2.049], [1.409, -1.670, 2.571], [0.078, -1.242, 1.673], [0.657, -0.207, 3.038], [-1.851, -1.883, 4.677], [-1.681, -0.935, 3.583], [-2.121, -1.046, 4.409], [3.930, -2.872, 3.363], [2.943, -2.692, 1.993], [3.220, -2.506, 2.831], [-0.264, 1.860, 3.192], [-0.716, 0.942, 4.232], [0.184, 1.229, 3.810], [-4.471, -0.501, -1.631], [-4.239, -0.453, -0.161], [-3.734, -0.418, -0.991], [-2.134, 2.252, -2.196], [-3.229, 3.252, -1.996], [-2.290, 3.012, -1.832], [4.944, 1.194, -1.715], [4.787, -0.083, -1.347], [4.481, 0.795, -1.046], [-0.810, 0.310, -4.586], [-1.643, -0.876, -5.179], [-0.799, -0.538, -5.057], [1.639, -4.215, 0.447], [2.117, -2.796, -0.231], [2.283, -3.438, 0.585], [2.235, -1.710, -3.981], [0.926, -1.253, -4.169], [1.571, -1.396, -3.483], [0.275, 4.962, -2.864], [-1.177, 4.456, -2.573], [-0.229, 4.171, -2.595], [-2.926, -3.620, 0.707], [-3.181, -3.049, -0.451], [-2.568, -3.697, -0.122], [-1.157, 0.561, -1.953], [-0.385, 1.871, -2.506], [-0.702, 1.038, -2.725], [-3.474, 0.578, 3.256], [-2.953, 1.838, 3.150], [-2.769, 0.953, 2.742], [-1.440, 3.182, -0.237], [-0.149, 3.638, -0.567], [-0.546, 3.019, 0.102]]
}



{
  "formula": "C5H41NNbO12",
  "method": "wB97M-V/def2-TZVPD",
  "mol_weight_g_mol": 400.3,
  "total_charge": -1,
  "orbital_gap_ev": 6.3,
  "spin_multiplicity": 1,
  "symbols": ["N", "C", "C", "C", "C", "C", "Nb", "H", "H", "H", "H", "H", "H", "H", "H", "H", "H", "H", "H", "H", "H", "H", "H", "H", "O", "H", "H", "O", "H", "H", "O", "H", "H", "O", "H", "H", "O", "H", "H", "O", "H", "H", "O", "H", "H", "O", "H", "H", "O", "H", "H", "O", "H", "H", "O", "H", "H", "O", "H", "H"],
  "xyz": [[0.509, -1.873, -1.027], [0.684, -0.865, -2.089], [1.675, 0.211, -1.685], [1.201, 1.282, -0.691], [-0.200, 1.825, -0.991], [-1.366, 0.968, -0.471], [-3.175, 0.512, -1.657], [0.627, -1.448, -0.117], [-0.435, -2.243, -1.074], [-0.267, -0.425, -2.389], [1.075, -1.363, -2.974], [2.019, 0.716, -2.588], [2.550, -0.307, -1.270], [1.914, 2.108, -0.770], [1.280, 0.935, 0.341], [-0.238, 2.010, -2.067], [-0.286, 2.813, -0.527], [-1.856, 1.499, 0.356], [-0.958, 0.028, -0.104], [-2.104, 0.554, -3.193], [-3.808, 2.298, -1.970], [-4.505, 0.227, -0.357], [-2.746, -1.257, -1.507], [-4.237, -0.214, -2.985], [3.691, -2.794, -0.624], [2.787, -2.521, -0.857], [3.709, -3.732, -0.831], [2.316, 0.275, 2.450], [2.915, 0.170, 3.197], [2.828, -0.040, 1.698], [-3.303, 0.722, 2.578], [-2.369, 0.887, 2.732], [-3.644, 1.573, 2.287], [0.894, 1.358, -5.059], [1.803, 1.623, -5.216], [0.900, 0.395, -5.042], [-2.718, -3.877, -0.829], [-3.664, -4.002, -0.919], [-2.388, -4.603, -0.289], [-1.273, 3.108, 2.507], [-0.560, 3.106, 3.152], [-1.005, 3.707, 1.803], [-2.875, 4.937, 4.243], [-2.543, 4.227, 3.673], [-2.165, 5.054, 4.883], [-2.024, -6.111, 1.341], [-1.954, -7.000, 0.984], [-1.263, -5.997, 1.916], [4.988, 1.603, -0.688], [4.230, 1.896, -1.204], [5.089, 0.682, -0.948], [-2.090, 3.327, 6.558], [-2.977, 3.437, 6.198], [-1.854, 2.413, 6.382], [1.618, -1.721, -5.556], [0.656, -1.760, -5.603], [1.870, -2.567, -5.176], [4.282, -1.469, 3.945], [4.216, -2.281, 3.435], [5.027, -1.581, 4.540]]
}



Number 2 is which compound? C5H3NO